[1]
{"formula": "C12H16N2O", "method": "ωB97M-V/def2-TZVPD", "elements": ["C", "H", "H", "C", "C", "O", "H", "H", "C", "C", "C", "H", "H", "C", "H", "H", "H", "C", "H", "C", "H", "H", "C", "C", "H", "H", "H", "H", "C", "N", "N"], "coordinates": [[2.012561, 0.245512, -2.452093], [0.527783, 1.840768, 3.789907], [1.769357, -2.634691, -2.206624], [-0.224133, -0.211086, -1.553719], [-2.198654, -1.452125, -0.283384], [-0.536792, -0.612256, 4.178179], [0.350538, 3.116137, -1.795279], [-2.042314, -2.157539, 0.527003], [-0.480645, 1.163410, -1.482723], [-0.347747, 0.036933, 3.159265], [-0.034069, -2.412764, -1.195410], [3.025544, -0.024274, -2.702693], [-0.192519, 3.346881, 2.034428], [-0.520527, 2.315777, 1.931781], [-2.408383, -0.479990, 0.162390], [-0.203111, -3.447290, -0.937625], [-1.551318, 2.207541, 1.579399], [1.675429, 1.584397, -2.497892], [-0.044871, -1.612636, 1.989546], [1.023122, -0.638885, -2.025234], [-0.267329, -0.140049, 1.108817], [0.076722, 1.880107, 1.125249], [-0.369373, 1.541372, 3.246564], [0.472984, 2.049784, -1.936383], [-1.211218, 1.793078, 3.890470], [2.277241, 2.314801, -3.031632], [-3.034416, -1.802842, -0.879477], [-1.356699, 1.578274, -1.003395], [-0.897101, -1.376721, -1.044493], [1.131470, -1.989373, -1.778320], [-0.073642, -0.597923, 1.986689]], "atomic_forces_ev_per_a": [[-0.23, 0.67, -0.37], [0.08, -0.09, -0.06], [0.25, 0.22, -0.01], [-0.23, 0.04, 0.18], [0.75, 0.06, -0.13], [0.19, 0.10, -0.07], [-0.24, 0.00, -0.27], [-0.29, -0.07, 0.20], [0.16, 0.46, 0.21], [-0.23, -0.96, 0.89], [-0.44, -0.18, -0.13], [-0.02, -0.46, -0.29], [-0.38, 0.12, -0.01], [0.19, -0.86, -0.22], [-0.32, -0.05, -0.04], [0.16, -0.01, -0.02], [0.02, 0.52, 0.09], [-0.31, 0.23, -0.13], [-0.18, 0.46, 0.10], [1.00, -0.12, 0.22], [0.33, -0.13, 0.03], [0.24, 0.12, 0.18], [-0.21, 0.51, -0.61], [0.06, -0.29, -0.13], [0.08, -0.10, 0.16], [0.42, -0.18, 0.49], [-0.16, 0.18, -0.14], [-0.24, -0.25, -0.02], [-0.41, -0.06, 0.38], [-0.08, -0.27, -0.12], [0.04, 0.39, -0.35]], "gap_ev": 8.90, "smiles": "Cc1c[nH]c2ccccc12.CCC(N)=O", "relative_energy_kj_mol": 21.74, "total_energy_ev": -17731.900}

---

[2]
{"formula": "C12H16N2O", "method": "ωB97M-V/def2-TZVPD", "elements": ["C", "C", "H", "C", "H", "H", "C", "H", "C", "H", "N", "H", "H", "C", "O", "H", "N", "C", "H", "H", "H", "C", "H", "H", "C", "C", "C", "H", "C", "H", "H"], "coordinates": [[-2.340222, 2.563982, -1.840788], [-1.707466, 3.794112, -1.630335], [-0.201620, -1.641367, -1.047087], [1.768388, -1.549750, 2.510455], [0.856736, -3.397527, 3.076747], [2.212667, -2.276406, 4.377128], [-1.399320, 0.105861, -1.652187], [1.844641, -3.963578, 0.348130], [0.988467, 1.403927, -0.663429], [0.352777, 4.216411, -0.695464], [-0.361540, 3.522847, -1.064611], [-3.464295, 2.485367, -3.553545], [1.871757, 1.789168, -0.273169], [2.205372, -3.813949, 1.410927], [1.655992, -0.645849, 1.786794], [1.730828, -0.482425, -0.227248], [2.213265, -1.496469, 3.799943], [-0.286104, -0.585537, -1.226597], [1.929370, -0.612321, 4.141422], [-4.489258, 2.848745, -2.202478], [-2.394647, -0.348480, -2.001246], [-0.177333, 2.146640, -1.115345], [3.201161, -3.412471, 1.590151], [2.283941, -4.730050, 1.825365], [0.908878, 0.077224, -0.781503], [1.253237, -2.918583, 2.066327], [-1.393040, 1.514677, -1.601583], [-3.878985, 1.109394, -2.699600], [-3.620752, 2.202570, -2.496296], [0.412129, -2.700366, 1.455308], [-1.975022, 4.794191, -1.616173]], "atomic_forces_ev_per_a": [[1.17, 0.28, -0.15], [2.33, -3.33, 1.79], [-0.70, -0.49, -0.57], [-0.56, -5.01, 1.39], [0.44, 0.69, -2.08], [-0.33, -1.28, 1.02], [-1.69, -0.33, -0.41], [1.33, 0.28, 0.92], [-2.90, 1.44, -1.69], [-1.70, -1.40, -0.94], [-1.27, -0.01, -0.95], [-0.19, 0.19, 0.10], [1.15, 1.25, 0.65], [0.59, 1.60, -2.78], [0.14, 4.06, -1.65], [-1.35, 0.42, -1.59], [0.34, 1.83, -1.42], [1.05, 0.34, 0.48], [0.43, 0.82, 1.17], [0.57, -1.02, 0.07], [1.83, 0.18, 0.68], [0.53, 0.08, 0.62], [0.34, 0.10, -1.07], [-0.26, -3.19, 1.44], [0.04, -2.24, 0.97], [-1.50, -0.15, 4.14], [2.85, 1.21, 1.28], [0.37, 1.36, 1.37], [-1.30, 0.70, -2.11], [-0.82, 0.10, -0.42], [-0.93, 1.51, -0.27]], "gap_ev": 8.41, "smiles": "Cc1c[nH]c2ccccc12.CCC(N)=O", "relative_energy_kj_mol": 257.52, "total_energy_ev": -17729.456}

---

For reference, M by record: 204.273 204.273 u.
For reference, HOMO level by record: -8.155 -7.600 eV.